94
Properties=species:S:1:pos:R:3:forces:R:3:mulliken_charge:R:1 method="wB97M-V/def2-TZVPD" orbital_gap_ha=0.2247 spin_multiplicity=1 charge=-1
C -6.318 -0.705 3.781 0.57 -0.36 0.10 -1.5444
C -5.439 -1.740 3.133 -0.64 1.86 -0.54 -0.3902
C -4.816 -1.144 1.880 0.08 -1.42 0.92 -1.0528
N -3.420 -1.446 1.738 -0.53 -0.77 1.22 -0.0953
C -2.605 -0.302 1.751 1.15 0.97 -1.13 0.0859
C -2.737 0.500 3.002 1.69 -1.35 1.78 -1.3823
C -1.998 0.005 4.244 -1.37 -0.70 -0.56 -0.5474
C -1.670 -1.455 4.275 -0.03 0.83 1.26 -1.9592
O -3.020 0.629 0.821 -1.65 1.68 -1.19 -0.7269
B -2.384 0.478 -0.467 0.14 -1.03 -1.24 2.2348
C -2.255 1.868 -1.332 -0.51 -0.80 0.98 -1.5460
C -3.138 2.990 -0.853 0.57 0.49 -1.19 -0.5208
C -3.831 3.661 -2.005 -0.21 0.10 1.70 -1.4139
I -4.883 5.402 -1.276 0.05 0.09 -0.32 -0.1187
C -3.177 -0.595 -1.486 0.76 0.06 1.75 -1.0508
O -2.379 -1.053 -2.575 0.43 -1.53 -0.62 -0.3039
O -1.704 -2.319 -2.207 1.20 2.17 -0.30 -0.2979
O -1.114 -0.173 -0.091 -0.61 1.27 -2.29 -0.7855
C -1.165 -0.604 1.192 1.12 -1.10 1.05 2.1451
C -0.715 -2.041 1.121 -0.61 -0.16 0.69 -2.4583
C -0.020 0.135 1.824 -1.27 0.15 1.46 -0.5603
C -0.060 1.585 1.617 0.06 -0.29 0.00 -0.3864
F 0.819 1.865 0.631 1.71 1.11 -2.07 -0.4501
H -5.883 0.248 3.729 0.74 1.48 -0.08 0.4050
H -6.454 -0.893 4.803 -0.51 -0.44 1.61 0.4003
H -7.251 -0.631 3.307 -1.49 0.06 -0.67 0.3643
H -4.716 -2.065 3.815 1.21 -0.69 0.86 0.3042
H -6.097 -2.503 2.858 -0.63 -1.86 -0.28 0.4851
H -5.038 -0.119 1.870 0.06 1.52 -0.30 0.3333
H -5.312 -1.565 1.055 -0.85 -0.44 -1.36 0.6233
H -3.317 -1.953 0.903 0.58 -0.54 -1.09 0.5164
H -3.735 0.671 3.280 -1.55 0.04 -0.07 0.7085
H -2.337 1.432 2.771 0.46 1.71 -0.43 0.1618
H -2.602 0.191 5.102 -0.61 0.31 0.60 0.2833
H -1.128 0.567 4.391 1.44 0.84 0.25 0.7518
H -2.450 -2.074 3.965 -1.13 -0.93 -0.83 0.3182
H -0.780 -1.660 3.783 1.41 -0.62 -1.29 0.3037
H -1.478 -1.701 5.285 0.30 -0.46 1.41 0.5946
H -1.244 2.171 -1.386 1.30 0.53 0.11 0.4376
H -2.527 1.675 -2.336 -0.28 -0.58 -1.39 0.5401
H -3.889 2.700 -0.182 -0.84 -0.55 1.30 0.3500
H -2.518 3.724 -0.433 0.75 1.06 1.26 0.5572
H -3.184 3.887 -2.791 0.91 0.84 -1.22 0.5601
H -4.578 3.008 -2.316 -1.47 -0.86 -0.95 0.5390
H -4.034 -0.099 -1.869 -1.01 0.37 -1.03 0.3718
H -3.553 -1.473 -0.978 -0.29 -0.52 0.28 0.1773
H -2.368 -2.976 -2.066 -1.52 -0.44 -0.04 0.2522
H -0.069 -2.320 1.903 0.73 -0.42 1.34 0.5132
H -1.494 -2.750 1.074 -1.02 -0.90 -0.02 0.3934
H -0.155 -2.130 0.245 0.89 -0.09 -1.52 0.5807
H 0.116 -0.066 2.851 0.09 -0.44 1.33 0.5968
H 0.854 -0.187 1.357 1.01 -0.67 -0.72 -0.7415
H 0.291 2.123 2.441 0.37 0.92 1.74 0.5554
H -0.993 1.953 1.319 -1.57 0.51 -0.46 -0.1781
C -3.137 2.694 6.981 0.03 -0.09 -0.05 -0.2590
Cl -4.632 1.750 6.930 -0.04 0.04 -0.01 -0.1481
Cl -1.710 1.657 7.065 0.13 0.22 0.34 -0.1212
H -3.075 3.294 6.085 -0.01 -0.03 -0.20 0.2248
H -3.157 3.329 7.853 -0.02 0.01 0.18 0.3360
C 1.250 -1.274 -4.441 -0.16 -0.12 0.08 0.2414
Cl 0.612 -2.797 -5.083 0.03 0.08 -0.03 -0.1716
Cl 2.935 -1.447 -3.922 -0.01 0.17 0.00 -0.0048
H 1.202 -0.525 -5.217 0.06 0.04 -0.17 0.2664
H 0.651 -0.976 -3.593 -0.10 -0.10 0.21 -0.2984
C 5.979 -1.692 -6.736 0.05 -0.05 -0.04 0.1575
Cl 5.398 -3.214 -7.417 -0.05 0.01 -0.03 -0.1593
Cl 7.641 -1.831 -6.148 0.12 -0.02 -0.20 -0.1646
H 5.953 -0.940 -7.509 0.07 0.07 -0.15 0.3122
H 5.339 -1.408 -5.914 -0.08 -0.10 0.20 -0.1404
C 7.147 -2.247 -2.272 -0.19 -0.14 0.34 0.2427
Cl 7.953 -1.333 -0.981 0.00 -0.07 -0.01 -0.1840
Cl 6.169 -1.195 -3.291 -0.18 0.10 0.26 -0.0844
H 7.901 -2.724 -2.883 0.11 0.02 -0.09 0.3436
H 6.490 -3.006 -1.831 0.54 0.92 -0.13 -0.3522
C 4.199 -1.691 0.380 -0.19 0.14 -0.08 0.1516
Cl 3.499 -3.291 0.634 0.13 -0.28 0.03 -0.1818
Cl 2.958 -0.457 0.575 0.51 0.14 -0.19 -0.0768
H 4.991 -1.529 1.094 0.05 -0.01 0.20 0.3211
H 4.587 -1.633 -0.626 -0.02 -0.04 -0.22 -0.2159
C 4.183 5.363 -0.109 0.13 0.16 -0.01 0.2991
Cl 5.070 6.284 1.118 -0.01 -0.07 -0.02 -0.1804
Cl 3.211 6.426 -1.141 -0.01 -0.04 -0.01 -0.1868
H 4.897 4.837 -0.727 0.08 0.03 -0.02 -0.0413
H 3.527 4.666 0.385 -0.21 -0.09 0.14 0.1087
C 4.729 4.131 -3.733 0.08 -0.04 -0.02 0.1704
Cl 5.527 2.997 -2.634 -0.02 -0.04 -0.01 -0.1400
Cl 5.847 4.755 -4.957 -0.05 0.02 -0.01 -0.1785
H 3.921 3.617 -4.230 -0.05 -0.15 -0.11 0.2652
H 4.344 4.960 -3.160 0.03 0.15 0.08 -0.1061
C 4.797 -5.808 -3.423 -0.22 0.11 -0.21 -0.3937
Cl 5.589 -4.914 -2.121 -0.14 -0.80 0.13 -0.1311
Cl 3.842 -4.711 -4.414 -0.05 -0.20 -0.06 -0.0722
H 5.548 -6.281 -4.037 0.19 0.04 -0.06 0.3050
H 4.150 -6.554 -2.987 -0.14 -0.01 0.13 0.3136



89
Properties=species:S:1:pos:R:3:forces:R:3:mulliken_spin:R:1 method="wB97M-V/def2-TZVPD" orbital_gap_ha="0.2819 / 0.2106" relative_energy_ev=0.000 spin_multiplicity=2 charge=+2
Au 0.330 0.861 -0.238 -0.01 -0.13 0.03 0.0035
C -0.712 -4.558 0.730 0.03 -0.03 0.06 0.0000
N -0.625 -3.862 2.011 -0.06 0.14 0.00 0.0001
C -0.833 -4.688 3.203 -0.02 0.01 -0.03 0.0000
C -0.179 -4.037 4.400 0.04 -0.04 0.04 0.0000
C -0.697 -2.625 4.548 -0.01 0.02 0.03 0.0001
N -0.642 -1.910 3.268 -0.01 0.03 0.07 0.0002
C -0.665 -0.457 3.369 0.00 0.00 -0.08 0.0038
C -0.550 -2.532 2.097 0.01 -0.13 -0.08 -0.0006
O -0.410 -1.822 1.010 -0.07 -0.16 0.04 -0.0021
H 0.204 -5.118 0.537 0.00 -0.01 -0.02 0.0000
H -0.875 -3.851 -0.069 -0.01 0.07 -0.09 0.0000
H -1.552 -5.251 0.770 0.01 0.00 0.01 0.0000
H -0.397 -5.665 2.999 0.00 0.00 0.00 0.0000
H -1.907 -4.827 3.361 0.00 -0.02 0.01 0.0000
H 0.905 -4.025 4.268 -0.06 -0.01 0.01 0.0000
H -0.399 -4.607 5.301 0.00 0.01 0.00 0.0000
H -0.083 -2.064 5.254 -0.02 0.01 0.00 0.0001
H -1.726 -2.613 4.916 0.00 -0.01 0.00 0.0000
H 0.302 -0.082 3.704 0.05 0.02 0.01 -0.0008
H -1.428 -0.176 4.094 0.00 0.01 0.00 -0.0020
H -0.915 -0.017 2.407 0.00 -0.01 0.03 -0.0013
C 1.966 0.109 -3.348 -0.03 -0.02 0.00 0.0000
Ge 2.454 0.726 -1.571 0.40 0.06 -0.08 -0.0011
C 4.076 -0.178 -0.970 -0.06 0.00 0.02 -0.0006
C 2.756 2.655 -1.483 0.02 -0.11 0.07 0.0032
Ge 1.295 -1.312 0.297 -0.05 0.06 -0.03 0.0094
C 2.380 -1.265 1.897 0.01 -0.02 -0.02 0.0046
C 2.901 -0.063 2.373 -0.03 -0.01 0.04 0.0011
C 3.612 -0.026 3.564 0.00 0.02 -0.01 0.0014
C 3.798 -1.191 4.296 0.00 -0.01 0.00 -0.0001
C 3.281 -2.394 3.834 0.01 0.01 -0.04 0.0000
C 2.580 -2.432 2.637 0.04 0.03 0.01 0.0004
C 1.653 -2.746 -0.943 -0.01 0.02 0.01 0.0004
C 2.742 -3.598 -0.764 -0.06 -0.03 -0.05 -0.0003
C 2.957 -4.648 -1.649 0.01 0.02 0.02 -0.0001
C 2.090 -4.847 -2.713 0.01 -0.01 -0.01 0.0000
C 1.008 -3.995 -2.904 -0.02 0.00 0.00 -0.0003
C 0.795 -2.946 -2.025 -0.01 -0.01 0.04 0.0006
H 2.723 0.496 -4.033 0.01 -0.01 -0.01 0.0000
H 0.997 0.481 -3.676 -0.03 0.03 0.01 0.0000
H 1.976 -0.979 -3.397 0.00 0.03 -0.01 0.0001
H 4.848 0.160 -1.667 0.02 -0.01 -0.01 -0.0001
H 4.020 -1.262 -1.040 0.00 0.02 -0.02 -0.0001
H 4.376 0.107 0.035 0.00 0.03 0.00 0.0002
H 3.592 2.868 -2.154 -0.01 0.01 0.00 0.0003
H 3.032 2.947 -0.471 0.00 0.02 -0.02 -0.0006
H 1.893 3.228 -1.805 -0.11 0.05 -0.04 -0.0029
H 2.750 0.855 1.815 -0.01 0.01 -0.01 -0.0069
H 4.021 0.910 3.921 0.00 0.00 0.01 -0.0001
H 4.354 -1.163 5.224 0.00 0.00 0.01 0.0000
H 3.437 -3.303 4.401 0.01 -0.01 0.00 0.0000
H 2.185 -3.379 2.284 0.04 -0.02 -0.03 0.0000
H 3.432 -3.444 0.056 0.02 -0.01 0.05 -0.0001
H 3.805 -5.306 -1.510 0.00 0.00 0.00 0.0000
H 2.260 -5.662 -3.402 0.00 -0.01 0.00 0.0000
H 0.339 -4.151 -3.740 0.00 0.01 -0.01 0.0000
H -0.049 -2.280 -2.179 0.00 -0.02 0.00 -0.0004
Se -2.080 0.222 -2.810 0.09 0.06 -0.05 -0.0001
N -1.802 0.826 -1.153 -0.13 0.02 0.18 0.0016
C -2.959 1.270 -0.686 -0.03 -0.01 -0.11 0.0046
C -3.180 1.861 0.595 -0.03 -0.03 -0.04 -0.0134
C -4.424 2.304 0.895 -0.01 0.01 0.01 0.0038
C -5.524 2.190 -0.025 -0.01 0.00 0.00 0.0002
C -5.367 1.628 -1.243 0.00 0.02 0.00 0.0002
C -4.068 1.154 -1.615 0.08 0.04 -0.01 -0.0008
N -3.785 0.638 -2.795 -0.04 -0.10 0.04 0.0003
H -2.362 1.947 1.295 0.09 0.02 0.06 0.0026
H -4.609 2.758 1.860 0.00 0.00 0.00 -0.0002
H -6.492 2.564 0.278 -0.01 0.00 0.01 0.0000
H -6.181 1.528 -1.948 -0.01 0.00 0.00 0.0000
S -1.652 7.655 -0.755 -0.04 0.05 0.00 0.4886
C -1.094 6.168 -0.394 0.14 0.00 0.00 -0.1422
S -0.328 5.685 1.094 -0.08 -0.04 0.00 -0.0164
C -0.239 4.053 0.528 0.08 0.00 0.00 0.0104
N -0.708 3.908 -0.722 -0.01 0.00 0.00 0.1916
N -1.152 5.048 -1.205 -0.05 0.01 0.04 0.2204
C -1.723 5.036 -2.526 -0.01 -0.04 -0.04 0.0068
C -2.786 4.179 -2.759 0.01 0.02 -0.01 0.0062
C -3.331 4.128 -4.031 -0.01 0.01 0.01 -0.0089
C -2.811 4.929 -5.040 0.02 0.01 0.00 0.0183
C -1.746 5.783 -4.783 -0.02 -0.01 0.00 -0.0101
C -1.189 5.844 -3.515 0.03 0.03 0.01 0.0314
S 0.412 2.785 1.413 -0.08 0.09 -0.03 0.1890
H -3.189 3.591 -1.946 -0.01 -0.01 0.01 0.0055
H -4.166 3.471 -4.232 0.00 -0.01 0.00 0.0000
H -3.241 4.891 -6.031 0.00 0.00 -0.01 0.0006
H -1.347 6.405 -5.572 0.01 0.00 -0.01 0.0003
H -0.355 6.500 -3.301 -0.02 -0.02 -0.02 0.0008



70
Properties=species:S:1:pos:R:3:forces:R:3:mulliken_charge:R:1 method="wB97M-V/def2-TZVPD" orbital_gap_ha=0.3832 relative_energy_ev=4.277 spin_multiplicity=1 charge=0
C -3.520 0.613 -2.763 1.61 6.57 -0.45 -0.1795
C -3.149 1.887 -2.792 -3.47 -5.77 -0.32 -0.3284
C -3.186 3.483 -3.009 1.67 -0.55 0.16 -0.3307
C -3.819 3.957 -4.416 -0.80 0.00 0.04 -0.4518
C -5.156 3.176 -4.871 -0.49 0.66 -0.97 -0.6577
C -6.540 3.872 -4.363 1.34 -0.81 -0.60 0.2771
C -6.830 3.629 -2.787 0.70 1.02 0.42 -0.2999
O -7.564 2.371 -2.680 -1.39 1.21 -2.49 -0.3392
S -8.728 2.594 -3.915 -5.79 0.42 0.94 1.0446
O -9.612 1.422 -4.268 4.73 2.21 0.40 -0.5404
O -9.732 3.661 -3.468 4.60 -1.90 -1.31 -0.5524
O -7.590 3.104 -5.083 -1.60 -0.38 2.57 -0.3236
H -3.890 -0.486 -2.811 1.16 2.64 0.25 0.3375
H -2.068 3.823 -3.023 -2.00 -0.58 0.13 0.1893
H -3.650 4.059 -2.105 0.63 -1.46 -1.59 0.3010
H -4.103 5.084 -4.292 0.67 -1.94 -0.28 0.2317
H -3.059 3.879 -5.288 -1.15 0.05 1.73 0.3365
H -5.195 3.247 -6.037 -0.04 -0.14 2.08 0.2865
H -5.178 2.053 -4.627 0.19 1.79 -0.07 0.2115
H -6.604 4.961 -4.772 0.02 -1.86 1.25 0.3091
H -5.881 3.475 -2.158 -1.41 0.25 -1.23 0.1969
H -7.452 4.496 -2.353 0.86 -1.45 -0.65 0.2853
C 2.414 4.965 -3.186 0.26 0.18 -0.34 -0.6453
O 1.512 4.372 -2.253 0.01 -0.07 0.51 -0.2301
C 1.954 4.372 -0.980 0.04 -0.02 0.15 0.6909
O 3.009 4.819 -0.594 -0.70 -0.28 -0.30 -0.5434
O 1.014 3.787 -0.213 0.30 0.26 -0.55 -0.2492
C 1.349 3.716 1.173 0.12 -0.08 0.55 -0.6012
H 1.956 4.910 -4.176 -0.16 -0.12 0.26 0.2086
H 2.583 6.017 -2.943 0.11 -0.19 0.07 0.3004
H 3.359 4.417 -3.212 -0.07 0.17 0.13 0.2854
H 1.476 4.718 1.591 0.13 -0.13 -0.12 0.3102
H 2.251 3.118 1.321 -0.06 0.19 -0.03 0.2729
H 0.523 3.229 1.693 0.00 0.04 -0.34 0.1949
C 4.390 -1.314 3.565 0.37 0.21 0.48 -0.7067
O 3.644 -1.956 2.531 -0.37 0.36 -0.54 -0.1529
C 2.854 -1.128 1.822 0.16 0.14 0.02 0.6340
O 2.740 0.064 1.992 0.03 -0.75 -0.13 -0.5885
O 2.212 -1.859 0.888 0.19 0.60 0.63 -0.0554
C 1.333 -1.103 0.055 -0.33 0.26 -0.33 -0.8222
H 4.988 -2.076 4.069 -0.23 -0.09 -0.26 0.2322
H 5.067 -0.566 3.144 -0.23 0.00 0.04 0.3193
H 3.720 -0.860 4.300 0.07 0.03 -0.18 0.2766
H 1.888 -0.347 -0.506 -0.10 0.00 0.21 0.3408
H 0.541 -0.640 0.649 0.19 0.07 -0.06 0.3166
H 0.872 -1.791 -0.657 0.21 -0.11 0.22 0.2494
C 0.915 -2.378 3.796 0.20 0.05 -0.23 -0.5668
O 0.013 -2.970 4.729 0.02 -0.03 0.63 -0.3497
C 0.456 -2.971 6.000 -0.03 -0.03 -0.03 0.7087
O 1.513 -2.525 6.385 -0.64 -0.26 -0.25 -0.5484
O -0.483 -3.554 6.769 0.34 0.25 -0.46 -0.3360
C -0.146 -3.624 8.153 0.06 -0.06 0.47 -0.6175
H 0.459 -2.432 2.806 -0.17 -0.15 0.27 0.2153
H 1.086 -1.326 4.040 0.09 -0.14 0.08 0.2985
H 1.859 -2.927 3.770 -0.16 0.14 0.13 0.3433
H -0.018 -2.622 8.570 0.14 -0.14 -0.10 0.2881
H 0.756 -4.224 8.301 -0.03 0.22 -0.04 0.2912
H -0.972 -4.111 8.675 -0.01 0.05 -0.34 0.2201
C 3.275 -4.398 0.396 -0.26 0.09 0.15 -0.4065
O 4.125 -5.048 -0.550 0.53 -0.63 0.09 -0.3283
C 4.952 -5.964 -0.012 -0.12 0.12 -0.02 0.7511
O 5.020 -6.260 1.159 -0.01 0.15 -0.74 -0.5418
O 5.690 -6.495 -1.006 -0.33 0.27 0.31 -0.3250
C 6.618 -7.490 -0.579 0.30 -0.31 0.07 -0.6166
H 2.656 -3.684 -0.145 0.37 -0.39 -0.17 0.1317
H 2.618 -5.122 0.885 0.20 0.03 0.07 0.3032
H 3.866 -3.851 1.133 -0.12 -0.24 -0.09 0.2482
H 6.095 -8.337 -0.128 0.08 0.19 0.09 0.2872
H 7.343 -7.066 0.120 -0.20 -0.10 0.04 0.2896
H 7.156 -7.846 -1.459 -0.23 0.24 -0.03 0.2198